ORCA calculation (the ωB97M-V functional and the def2-TZVPD basis) on the molecule C2H4P2 in a non-equilibrium geometry.

```
8
Properties=species:S:1:pos:R:3
C 0.9802 -1.3970 -0.3518
C 0.6442 -1.3610 -1.5808
P -0.5904 -0.8468 0.6168
P -0.2217 1.2672 0.5672
H 1.8924 -1.6989 0.1261
H -0.0927 -1.1539 -2.3141
H -0.3642 1.4030 1.9479
H -1.5455 1.6676 0.3638
```

Lowest unoccupied orbital energy (spin up / spin down) (eV): -0.499 / -1.081
2S+1: 1
HOMO level (spin up / spin down) (eV): -8.3 / -8.1
Orbital gap (spin up / spin down) (eV): 7.85 / 7.02



ORCA calculation (the ωB97M-V functional and the def2-TZVPD basis) on the molecule C17H27NO2.

```
47
Properties=species:S:1:pos:R:3
C -5.4489 -1.8229 0.8971
C -4.0094 -1.6421 1.3635
C -3.2015 -0.7934 0.3837
C -1.7819 -0.4966 0.8677
C -0.9035 -1.7459 0.9529
C 0.5821 -1.4165 1.0969
C 0.9293 -0.7852 2.4433
C 2.4060 -0.3847 2.5055
C 2.7847 0.5716 1.3868
O 3.6105 0.3160 0.5377
N 2.1445 1.7672 1.4457
H 1.4094 1.8957 2.1225
C 2.2430 2.7378 0.3861
C 0.9257 2.8546 -0.3971
O 0.5111 1.6361 -0.9642
C 1.1425 1.1512 -2.0791
C 0.6944 -0.0934 -2.5212
C 1.2510 -0.6788 -3.6388
C 2.2577 -0.0329 -4.3384
C 2.6939 1.2055 -3.9084
C 2.1445 1.8031 -2.7858
H 2.5099 2.7712 -2.4809
H 3.4763 1.7205 -4.4463
H 2.6973 -0.4923 -5.2105
H 0.8974 -1.6454 -3.9658
H -0.0940 -0.5831 -1.9719
H 1.0111 3.6412 -1.1570
H 0.1156 3.1246 0.2892
H 2.5010 3.7208 0.7945
H 3.0488 2.3882 -0.2640
H 2.6270 0.0888 3.4652
H 3.0344 -1.2702 2.4034
H 0.3001 0.0916 2.6080
H 0.7183 -1.4946 3.2473
H 0.8765 -0.7354 0.2970
H 1.1670 -2.3313 0.9774
H -1.2174 -2.3673 1.7940
H -1.0396 -2.3310 0.0401
H -1.3161 0.2107 0.1771
H -1.8415 -0.0170 1.8473
H -3.1564 -1.3033 -0.5816
H -3.7237 0.1545 0.2292
H -3.5432 -2.6228 1.4708
H -4.0046 -1.1612 2.3448
H -5.4757 -2.3140 -0.0733
H -6.0086 -2.4306 1.6046
H -5.9453 -0.8590 0.8050
```

Lowest unoccupied orbital energy (eV): 0.787
2S+1: 1
HOMO level (eV): -8.5
Orbital gap (eV): 9.31



ORCA calculation (the ωB97M-V functional and the def2-TZVPD basis) on a structure of composition C29H33Cl2IrN7O2.

```
74
Properties=species:S:1:pos:R:3
Ir 0.2470 -0.5757 -0.1745
Cl -3.1755 -3.2538 -1.2041
C -3.6639 -1.8339 -0.3201
C -4.8199 -1.9237 0.4615
C -5.2443 -0.8539 1.1932
Cl -6.6708 -1.0111 2.1942
C -4.5529 0.3781 1.1327
C -4.9505 1.5383 1.8323
C -4.2447 2.6961 1.6747
C -3.1455 2.6939 0.7960
N -2.7360 1.6357 0.1482
C -3.3954 0.4662 0.3141
C -2.8639 -0.6924 -0.3921
O -1.7694 -0.6460 -1.0587
H -5.3635 -2.8581 0.4960
H -5.8130 1.4934 2.4835
H -4.5245 3.6012 2.1982
H -2.5877 3.6129 0.6238
N 1.9581 -0.3497 -0.7759
C 3.1478 -0.6181 -1.2568
C 3.4025 -0.6310 -2.6692
C 4.6690 -0.8663 -3.1686
C 5.7567 -1.1114 -2.3346
C 5.5261 -1.1194 -0.9562
C 4.2794 -0.8872 -0.4203
H 2.5720 -0.4412 -3.3412
H 4.8096 -0.8620 -4.2454
H 6.7430 -1.2976 -2.7384
H 6.3523 -1.3164 -0.2798
H 4.1239 -0.8977 0.6520
C -2.0009 -0.7470 3.5766
C -0.9753 -0.1864 2.5961
C 0.3979 -0.0669 3.2655
O -0.9455 -1.0061 1.4805
H -2.1062 -0.1096 4.4593
H -1.6854 -1.7428 3.9009
H -2.9729 -0.8377 3.0890
H -1.3229 0.8379 2.3386
H 0.7140 -1.0540 3.6138
H 0.3767 0.6163 4.1211
H 1.1453 0.2780 2.5480
C 1.8265 2.9340 -2.5738
N 0.6683 2.4652 -1.8371
C -0.2254 1.5925 -2.5809
C 0.6776 2.4390 -0.4780
N 0.2270 1.4418 0.2048
N 1.1856 3.5723 0.1410
C 1.5330 3.4944 1.5414
C 0.7720 4.8843 -0.3118
H 2.3646 2.0842 -3.0043
H 2.5070 3.4636 -1.9121
H 1.5194 3.6040 -3.3828
H -0.5370 2.1246 -3.4848
H -1.0940 1.3467 -1.9729
H 0.2630 0.6556 -2.8583
H 0.0265 1.6821 1.1662
H 2.0158 2.5413 1.7504
H 0.6628 3.6022 2.2055
H 2.2323 4.2990 1.7753
H 0.3994 4.8234 -1.3302
H 1.6134 5.5816 -0.2854
H -0.0264 5.2885 0.3249
N 0.8776 -7.8822 -1.1817
C 0.7703 -6.7471 -1.0362
C 0.6353 -5.3279 -0.8525
C -0.1006 -4.8236 0.2115
C -0.1982 -3.4542 0.3599
N 0.3943 -2.6007 -0.4849
C 1.0854 -3.0880 -1.5257
C 1.2370 -4.4428 -1.7398
H -0.6000 -5.4795 0.9096
H -0.7489 -2.9696 1.1596
H 1.5316 -2.3622 -2.1879
H 1.8139 -4.7937 -2.5827
```

Lowest unoccupied orbital energy (eV): 2.167
2S+1: 1
HOMO level (eV): -3.2
Charge: -1
Orbital gap (eV): 5.33



ORCA calculation (the ωB97M-V functional and the def2-TZVPD basis) on the molecule C9H13N2OP in a non-equilibrium geometry.

```
26
Properties=species:S:1:pos:R:3
C 1.0254 -0.5118 -0.1882
C 0.4367 0.0897 -1.2048
C 2.7953 1.1907 0.0629
C 0.7329 -1.7917 1.7984
C 0.5302 -1.7596 0.4722
C -1.9580 0.4100 0.4502
C 2.5344 -0.2590 0.0371
C 1.1608 1.2536 -1.7654
C -4.2152 0.1872 1.4757
N -3.0148 0.0807 0.8314
N 2.0736 1.8992 -0.8277
O 3.7021 1.7587 0.6151
P -1.2746 0.0645 -1.6166
H 0.5114 -2.5500 2.4655
H 1.4041 -1.0852 2.2182
H -0.2444 -2.2634 -0.0181
H 2.7141 -0.7572 1.0387
H 3.1194 -0.8121 -0.6833
H 1.8086 0.9758 -2.6729
H 0.4682 1.9825 -2.2779
H -4.9481 -0.4754 0.9028
H -4.4280 1.2454 1.5748
H -4.1139 -0.1019 2.5359
H 2.0167 2.9183 -0.7315
H -1.7078 -1.3157 -1.4374
H -1.1292 -0.3734 -3.0552
```

Lowest unoccupied orbital energy (eV): 0.300
2S+1: 1
HOMO level (eV): -7.9
Orbital gap (eV): 8.22



ORCA calculation (the ωB97M-V functional and the def2-TZVPD basis) on a structure of composition C38H45BFN12O3SbScSe4 in a non-equilibrium geometry.

```
106
Properties=species:S:1:pos:R:3
Sc 1.7800 0.0864 0.7050
C -1.3436 1.9019 1.6107
C -0.2386 1.9699 2.6070
C -0.2538 2.6141 3.8433
C 1.0047 2.4111 4.3655
N 1.7237 1.6959 3.4877
N 0.9608 1.4030 2.4050
B 3.1607 1.1158 3.6761
N 3.0224 -0.4178 3.7606
C 3.0908 -1.2068 4.8469
C 2.9876 -2.5174 4.4422
C 2.8480 -2.4583 3.0559
C 2.7569 -3.6248 2.1365
N 2.8453 -1.1777 2.6438
N 4.0551 1.4570 2.4660
C 5.2235 2.1222 2.4781
C 5.7329 2.1368 1.2026
C 4.8052 1.4326 0.4331
C 4.8863 1.1527 -1.0248
N 3.7965 1.0169 1.2063
N 3.7634 1.7564 4.9145
C 3.9091 3.1016 5.0845
C 4.5382 3.3092 6.2807
C 4.7570 2.0138 6.8070
C 5.3989 1.6501 8.0924
N 4.2862 1.1091 5.9629
H -2.2149 2.4302 1.9902
H -1.6371 0.8675 1.4094
H -1.0339 2.3582 0.6676
H -1.0721 3.1474 4.2867
H 1.4181 2.7316 5.3024
H 3.2243 -0.7771 5.8192
H 3.0091 -3.4036 5.0457
H 3.2109 -4.4898 2.6124
H 3.2679 -3.4175 1.1969
H 1.7129 -3.8789 1.9301
H 5.6262 2.5506 3.3756
H 6.6490 2.5785 0.8614
H 5.8392 1.5041 -1.4121
H 4.0956 1.6833 -1.5593
H 4.8054 0.0815 -1.2185
H 3.5646 3.8000 4.3437
H 4.8115 4.2441 6.7293
H 5.7715 2.5426 8.5873
H 6.2236 0.9571 7.9281
H 4.6866 1.1528 8.7516
C -3.6691 4.0045 -3.8454
C -2.7816 2.9348 -4.4755
N -2.1537 2.0885 -3.4636
C -0.9111 2.3949 -3.0510
C -0.2208 1.7175 -2.0909
C 1.2095 2.1102 -1.7373
O 1.8135 2.8367 -2.5014
O 1.6428 1.5970 -0.6543
C -0.8188 0.5962 -1.4454
O -0.2259 -0.1066 -0.5843
C -2.1812 0.3024 -1.8621
C -2.8739 -0.7286 -1.2251
C -4.1495 -1.0499 -1.5863
F -4.8101 -1.9771 -0.8670
C -4.7820 -0.4154 -2.6746
C -4.1066 0.6341 -3.2827
C -2.8247 1.0364 -2.8805
N -6.0110 -0.8531 -3.1724
C -7.0857 0.0705 -3.4548
C -7.8389 -0.3816 -4.7035
N -8.3653 -1.7567 -4.4683
C -7.2463 -2.6929 -4.1522
C -6.4997 -2.1939 -2.9179
H -4.1292 4.6105 -4.6233
H -3.0758 4.6588 -3.2096
H -4.4592 3.5608 -3.2406
H -1.9879 3.4071 -5.0532
H -3.3544 2.3099 -5.1606
H -0.4293 3.2377 -3.5292
H -2.3760 -1.2648 -0.4329
H -4.5858 1.1305 -4.1115
H -6.6975 1.0738 -3.6140
H -7.7905 0.1193 -2.6086
H -7.1669 -0.4219 -5.5610
H -8.6641 0.2948 -4.9241
H -8.8860 -2.0873 -5.2853
H -9.0116 -1.7355 -3.6708
H -6.5783 -2.7231 -5.0131
H -7.6420 -3.6919 -3.9726
H -5.6707 -2.8739 -2.7380
H -7.1589 -2.2334 -2.0388
C 3.9045 -4.4295 -3.7376
C 3.2240 -3.4710 -2.8217
C 2.4025 -3.8817 -1.7764
C 1.8540 -2.9422 -0.9261
N 2.0645 -1.6248 -1.0260
C 2.7612 -1.2239 -2.1020
C 3.3575 -2.0931 -2.9907
H 3.6934 -5.4601 -3.4673
H 4.9826 -4.2698 -3.7150
H 3.5774 -4.2607 -4.7637
H 2.1985 -4.9278 -1.6056
H 1.1921 -3.2650 -0.1325
H 2.8301 -0.1559 -2.2667
H 3.9311 -1.6923 -3.8138
Se -1.0447 -4.1504 4.1709
Sb -1.7594 -2.8806 2.1630
Se -2.3425 -4.4937 0.3925
Se -3.8970 -1.6760 2.4558
Se 0.1682 -1.3570 1.7093
```

Lowest unoccupied orbital energy (spin up / spin down) (eV): -6.971 / -7.050
2S+1: 2
HOMO level (spin up / spin down) (eV): -12.0 / -12.0
Charge: +2
Orbital gap (spin up / spin down) (eV): 5.07 / 4.99



ORCA calculation (the ωB97M-V functional and the def2-TZVPD basis) on a structure of composition C11H25CuN2O4Si.

```
44
Properties=species:S:1:pos:R:3
Cu -0.8976 -0.8333 0.2903
C 0.5134 3.7528 -0.9990
N 1.5467 2.7237 -0.9986
C 2.8612 3.0134 -1.5458
C 1.1657 1.4762 -0.6348
O 0.0272 1.2300 -0.2823
C 2.2499 0.4006 -0.7076
O 1.7573 -0.8682 -0.3563
C 2.3027 -1.4739 0.7806
C 1.3866 -1.3224 1.9997
O 0.3309 -0.6995 1.9173
N 1.7755 -1.8983 3.1516
C 0.9382 -1.7572 4.3329
C 3.0673 -2.5241 3.3596
H 0.9877 4.7288 -1.0663
H -0.0644 3.6910 -0.0798
H -0.1780 3.6239 -1.8339
H 2.9241 4.0782 -1.7505
H 3.0475 2.4834 -2.4832
H 3.6575 2.7655 -0.8413
H 3.0875 0.6972 -0.0668
H 2.6255 0.3458 -1.7332
H 3.2895 -1.0598 1.0124
H 2.4295 -2.5364 0.5601
H -0.0703 -1.4991 4.0281
H 1.3223 -0.9751 4.9922
H 0.9273 -2.7020 4.8759
H 3.5690 -2.7311 2.4206
H 2.9295 -3.4724 3.8799
H 3.7155 -1.8902 3.9708
C -3.7242 -1.6190 -3.2032
Si -3.3881 -0.7456 -1.5681
C -5.0155 -0.6924 -0.6178
C -2.9389 1.0431 -1.9844
O -2.2403 -1.5081 -0.7522
H -4.5336 -1.1447 -3.7649
H -4.0005 -2.6616 -3.0275
H -2.8286 -1.6141 -3.8298
H -5.8235 -0.2510 -1.2075
H -4.9076 -0.1071 0.2992
H -5.3176 -1.7032 -0.3323
H -3.7453 1.5573 -2.5154
H -2.0450 1.0726 -2.6145
H -2.7160 1.6065 -1.0741
```

Lowest unoccupied orbital energy (eV): 0.169
2S+1: 1
HOMO level (eV): -7.0
Orbital gap (eV): 7.16



ORCA calculation (the ωB97M-V functional and the def2-TZVPD basis) on a structure of composition C2H2O3 in a non-equilibrium geometry.

```
7
Properties=species:S:1:pos:R:3
C 0.9111 0.9374 -0.1540
C 0.0625 -0.0991 -0.1694
O 1.9195 0.0336 0.1575
O 1.0059 -1.0288 0.0572
O -2.3476 -0.4843 -0.0562
H 0.9588 1.9399 -0.3786
H -2.5102 -1.2987 0.5434
```

Lowest unoccupied orbital energy (spin up / spin down) (eV): -2.954 / -2.947
2S+1: 1
HOMO level (spin up / spin down) (eV): -10.2 / -10.2
Orbital gap (spin up / spin down) (eV): 7.20 / 7.21



Energy relative to the best compared isomer or geometry (same formula, charge and spin) for the records above, in order: 282.26 27.75 0.00 369.83 390.46 56.88 998.90 kJ/mol